[1]
{"formula": "C40H45AuN3OP2S2", "method": "the ωB97M-V functional and the def2-TZVPD basis", "e_above_lowest_kcal_mol": 21.8, "homo_ha": -0.55294, "charge": 3, "total_energy_ha": -3404.6442, "spin_multiplicity": 1, "homo_lumo_gap_ha": 0.24258, "lumo_energy_ev": -8.4, "symbols": ["Au", "C", "S", "C", "C", "C", "N", "P", "C", "C", "C", "C", "C", "C", "C", "C", "C", "C", "C", "C", "P", "C", "C", "C", "C", "C", "C", "C", "C", "C", "C", "C", "C", "H", "H", "H", "H", "H", "H", "H", "H", "H", "H", "H", "H", "H", "H", "H", "H", "H", "H", "H", "H", "H", "H", "H", "H", "H", "H", "H", "H", "H", "C", "S", "O", "C", "C", "C", "C", "C", "C", "H", "H", "H", "H", "H", "H", "H", "H", "C", "C", "C", "C", "N", "N", "C", "H", "H", "H", "H", "H", "H", "H", "H"], "xyz": [[0.70603, 0.57982, 1.45705], [-0.22453, 4.22622, -2.90596], [-1.10630, 2.68638, -3.25166], [-2.39237, 2.70206, -1.97420], [-3.27058, 1.46651, -2.08610], [-2.47481, 0.14588, -2.08384], [-1.12918, 0.26365, -1.42488], [-1.10903, -0.06936, 0.31886], [-2.58197, 0.73918, 0.96330], [-3.81510, 0.08261, 1.00109], [-4.93399, 0.73902, 1.48930], [-4.83017, 2.05068, 1.93699], [-3.60156, 2.70105, 1.92480], [-2.47579, 2.04334, 1.45479], [-1.44988, -1.82985, 0.36292], [-1.39792, -2.66603, -0.74657], [-1.62423, -4.02510, -0.59563], [-1.88721, -4.55094, 0.66100], [-1.92878, -3.71969, 1.77371], [-1.71307, -2.36003, 1.62801], [-0.00142, 0.85146, -2.46495], [1.58639, 1.18319, -1.76886], [2.31263, 2.32982, -2.10323], [3.62586, 2.45205, -1.68445], [4.22335, 1.42541, -0.96136], [3.51339, 0.27014, -0.66429], [2.19358, 0.13485, -1.06431], [0.15256, -0.07047, -3.97978], [-0.76823, -0.01652, -5.03665], [-0.56463, -0.78295, -6.16874], [0.55321, -1.60371, -6.26439], [1.47383, -1.65676, -5.22706], [1.28659, -0.89130, -4.08842], [0.57292, 4.34158, -3.63505], [0.13563, 4.26136, -1.88153], [-0.97841, 4.99407, -3.08475], [-2.94941, 3.62798, -2.11749], [-1.88677, 2.74664, -1.00903], [-3.88254, 1.49882, -2.98938], [-3.95218, 1.51038, -1.23880], [-2.31091, -0.20637, -3.10248], [-3.03511, -0.64541, -1.59058], [-3.90065, -0.94427, 0.66697], [-5.88522, 0.22538, 1.52873], [-5.70571, 2.55947, 2.31830], [-3.51869, 3.70986, 2.30628], [-1.50777, 2.53482, 1.49513], [-1.15250, -2.27445, -1.72699], [-1.58735, -4.67667, -1.45834], [-2.06033, -5.61258, 0.77546], [-2.13098, -4.13118, 2.75322], [-1.74748, -1.71612, 2.50103], [1.88608, 3.11718, -2.70357], [4.18993, 3.33853, -1.93986], [5.25594, 1.51816, -0.65137], [3.98300, -0.54417, -0.12754], [1.68391, -0.80546, -0.85852], [-1.64038, 0.62280, -5.00320], [-1.27487, -0.73268, -6.98256], [0.71412, -2.19153, -7.15836], [2.35443, -2.27907, -5.31237], [2.03237, -0.92165, -3.30647], [3.51717, 1.71572, 4.87805], [2.59394, 2.32814, 3.48482], [2.29707, 1.02373, 2.70490], [1.07762, 2.81158, 4.25558], [0.29971, 1.89389, 4.95684], [-0.87458, 2.32882, 5.54507], [-1.25592, 3.66410, 5.43653], [-0.47815, 4.56705, 4.72705], [0.69818, 4.14060, 4.12289], [2.92764, 0.98946, 5.43257], [3.77326, 2.57236, 5.50154], [4.42275, 1.26091, 4.48072], [0.60763, 0.85932, 5.05013], [-1.48088, 1.63497, 6.11171], [-2.15923, 4.00412, 5.92597], [-0.77195, 5.60593, 4.66245], [1.32827, 4.83811, 3.58441], [2.90959, -6.12258, -1.30632], [2.52124, -4.93740, -0.49034], [2.58836, -4.69200, 0.86218], [2.09211, -3.38744, 1.03550], [1.73034, -2.85242, -0.12524], [2.00532, -3.81591, -1.03762], [1.96730, -2.61425, 2.30927], [2.62894, -7.04262, -0.79769], [3.98795, -6.14869, -1.46443], [2.42236, -6.11322, -2.28152], [2.94759, -5.36324, 1.62372], [1.82227, -3.66052, -2.01297], [2.21249, -3.24057, 3.16477], [0.94748, -2.24597, 2.44503], [2.64635, -1.75801, 2.32112]]}

***

[2]
{"formula": "C40H45BClF6N5O6S2V", "method": "the ωB97M-V functional and the def2-TZVPD basis", "e_above_lowest_kcal_mol": 0.0, "homo_ha": [-0.04791, -0.09156], "charge": -2, "total_energy_ha": -5101.2322, "spin_multiplicity": 4, "homo_lumo_gap_ha": [0.20255, 0.24619], "lumo_energy_ev": [4.2, 4.2], "symbols": ["V", "C", "C", "C", "C", "C", "C", "N", "N", "C", "C", "C", "C", "C", "C", "H", "H", "H", "H", "H", "H", "H", "H", "H", "F", "C", "F", "F", "S", "O", "O", "N", "S", "O", "O", "C", "F", "F", "F", "Cl", "O", "O", "C", "C", "C", "C", "C", "C", "C", "C", "C", "C", "C", "C", "N", "B", "N", "C", "C", "C", "C", "C", "C", "C", "C", "C", "C", "C", "C", "C", "C", "H", "H", "H", "H", "H", "H", "H", "H", "H", "H", "H", "H", "H", "H", "H", "H", "H", "H", "H", "H", "H", "H", "H", "H", "H", "H", "H", "H", "H", "H", "H", "H", "H", "H", "H", "H"], "xyz": [[0.89574, -1.57809, 1.34988], [-4.22591, -3.66474, 2.32885], [-3.41840, -4.74496, 1.99219], [-2.14309, -4.54600, 1.48911], [-1.66329, -3.25106, 1.30811], [-2.46756, -2.16832, 1.65307], [-3.73815, -2.37481, 2.16022], [-0.38919, -2.98916, 0.76653], [0.00758, -3.90751, -0.09836], [1.21995, -3.55978, -0.67368], [1.75112, -4.42253, -1.64355], [2.92657, -4.08335, -2.28238], [3.57684, -2.89141, -1.95173], [3.04872, -2.06089, -0.96985], [1.86366, -2.36287, -0.29821], [-5.21943, -3.82745, 2.72891], [-3.78100, -5.75670, 2.13431], [-1.50611, -5.37750, 1.22480], [-2.09164, -1.16278, 1.51357], [-4.35056, -1.52024, 2.42155], [1.21850, -5.33525, -1.88683], [3.34229, -4.73946, -3.04008], [4.49982, -2.62227, -2.45576], [3.57879, -1.14508, -0.72129], [4.48574, -0.56140, 1.87429], [4.30662, 0.25859, 2.90304], [4.41113, 1.50835, 2.43831], [5.30626, 0.06483, 3.78372], [2.66488, 0.04380, 3.73117], [1.76252, 0.08475, 2.59019], [2.63739, 1.15396, 4.63084], [2.72764, -1.29827, 4.51180], [2.25146, -2.74096, 3.99937], [1.63346, -3.60558, 4.95409], [2.03546, -2.83837, 2.53177], [3.94909, -3.51203, 4.00740], [4.79528, -2.95141, 3.14516], [4.51352, -3.43904, 5.22480], [3.86210, -4.81369, 3.68919], [-0.21462, -1.69599, 3.85315], [-0.02053, -0.14041, 0.47408], [1.00993, 0.81169, -0.05048], [-2.46267, 1.38545, 3.96705], [-2.33060, 1.70482, 2.48323], [-3.72254, 1.81596, 1.85755], [-1.49662, 2.93922, 2.20824], [-1.26877, 3.88744, 3.19966], [-0.46441, 4.99006, 2.96371], [0.14575, 5.14719, 1.73478], [-0.05439, 4.22049, 0.71618], [0.64628, 4.40129, -0.61289], [2.14607, 4.63407, -0.44276], [0.01318, 5.52674, -1.43173], [-0.90750, 3.13270, 0.94903], [-1.15717, 2.20143, -0.09940], [-0.29728, 1.07550, -0.52798], [-0.73478, 0.84967, -1.93273], [-1.77962, 1.73251, -2.21297], [-1.99939, 2.54283, -1.16483], [-0.30113, -0.17503, -2.82417], [0.87522, -0.05761, -3.60147], [1.30681, -1.18177, -4.30629], [0.59686, -2.36283, -4.31194], [-0.61123, -2.42530, -3.64465], [-1.07464, -1.34770, -2.90298], [-2.43272, -1.44359, -2.23590], [-2.82871, -2.87036, -1.85606], [-3.51507, -0.88014, -3.16415], [1.72608, 1.19180, -3.85311], [2.80991, 1.45287, -2.81173], [0.94410, 2.46530, -4.17384], [-2.91321, 0.40139, 4.08916], [-3.10481, 2.11591, 4.47170], [-1.49599, 1.35515, 4.46591], [-1.80894, 0.87095, 2.00696], [-4.23699, 2.70728, 2.23104], [-4.32293, 0.94403, 2.12606], [-3.67969, 1.87282, 0.77132], [-1.69204, 3.74070, 4.18317], [-0.28095, 5.70514, 3.75748], [0.80437, 5.99171, 1.56624], [0.52278, 3.47489, -1.17116], [2.35081, 5.58895, 0.04811], [2.63769, 4.65156, -1.41791], [2.60154, 3.84262, 0.15299], [0.12154, 6.48554, -0.91620], [-1.04965, 5.34586, -1.59352], [0.49628, 5.60718, -2.40812], [-2.28010, 1.74489, -3.16740], [-2.70585, 3.35373, -1.08791], [2.23338, -1.11305, -4.86718], [0.97985, -3.22920, -4.83704], [-1.18197, -3.34308, -3.65804], [-2.40561, -0.82889, -1.33154], [-3.16133, -3.42563, -2.73853], [-3.65782, -2.85423, -1.14708], [-2.01004, -3.42197, -1.40163], [-3.56325, -1.47979, -4.07747], [-3.32479, 0.15307, -3.45268], [-4.49118, -0.92416, -2.67592], [2.26140, 0.93576, -4.77734], [2.39549, 1.69868, -1.84220], [3.44211, 2.28624, -3.13486], [3.44037, 0.57343, -2.67482], [0.43487, 2.87022, -3.30853], [0.18950, 2.28266, -4.94349], [1.63153, 3.22999, -4.54871]]}